29
Properties=species:S:1:pos:R:3:nbo_charge:R:1 method="wB97M-V/def2-TZVPD" homo_ev=-8.20 fmax_ev_per_a=3.8 homo_lumo_gap_ev=8.810 e_above_lowest_kj_mol=14.8 smiles=Nc1ncnc2c1N[C@H](c1ccc(Br)cc1)CO2
N -1.6602 1.5242 2.9733 -0.81
C -0.5481 0.7899 3.0796 0.37
N -0.1357 0.7505 4.3112 -0.51
C 0.9989 0.1023 4.5601 0.25
N 1.7383 -0.4333 3.5988 -0.49
C 1.2827 -0.4490 2.3461 0.50
C 0.1081 0.1931 2.0240 -0.02
N -0.2745 0.3292 0.6571 -0.62
C 0.7361 0.0622 -0.3577 -0.09
C 0.1020 -0.0858 -1.7319 -0.05
C 0.7939 0.4049 -2.8953 -0.19
C 0.1934 0.2992 -4.1290 -0.23
C -1.0880 -0.3287 -4.2583 -0.09
Br -1.8701 -0.4859 -5.9670 0.08
C -1.7229 -0.8037 -3.1368 -0.26
C -1.1539 -0.6851 -1.8708 -0.15
C 1.5582 -1.1422 0.0457 -0.06
O 2.0869 -1.0641 1.3736 -0.48
H -1.9299 1.8980 3.8919 0.40
H -2.4653 1.0588 2.5407 0.38
H 1.3436 0.0712 5.6046 0.19
H -0.9171 1.0796 0.4335 0.40
H 1.4140 0.9358 -0.4095 0.19
H 1.7939 0.8868 -2.7693 0.22
H 0.7111 0.6974 -5.0092 0.23
H -2.6926 -1.2930 -3.2545 0.23
H -1.7254 -1.0469 -0.9841 0.23
H 0.9041 -2.0273 -0.0182 0.18
H 2.4185 -1.2380 -0.6488 0.21